Molecular formula: C21H23BMgN8S
Method: DFT, wB97M-V/def2-TZVPD

Properties
**F_max**: 0.422 eV/Å
**LUMO**: 0.1779 Ha
**E_HOMO**: 0.077 eV
**Molecular weight**: 454.65 g mol⁻¹
**Kohn-Sham gap**: 0.17505 Eh
**Charge**: -2
**E_tot**: -51028.9011 eV

Each line ends with the Löwdin charge.
CARTESIAN COORDINATES (ANGSTROEM)
Mg 0.4281 -0.0434 -0.6121  0.269
B 3.7018 -1.7098 0.7477  -0.441
N 2.2980 -2.3857 0.9008  -0.077
C 2.1197 -3.4774 1.6530  -0.132
C 0.8358 -3.9531 1.4530  -0.087
C 0.2957 -3.0494 0.5375  -0.187
N 1.1797 -2.1134 0.2060  0.020
N 3.6408 -0.2957 0.1239  -0.087
C 4.6878 0.5370 0.1321  -0.136
C 4.4352 1.5822 -0.7348  -0.091
C 3.1631 1.3020 -1.2381  -0.210
N 2.6948 0.1674 -0.7230  -0.005
H 4.3917 -2.4416 0.0531  0.053
H 4.1808 -1.6181 1.8618  0.058
H 2.9254 -3.8366 2.2721  0.105
H 0.3614 -4.8031 1.9120  0.072
H -0.6993 -3.0082 0.1285  0.086
H 5.5400 0.3168 0.7554  0.104
H 5.0565 2.4367 -0.9421  0.070
H 2.5019 1.8451 -1.9018  0.002
N -5.1797 -3.2286 -2.6297  0.114
C -4.1062 -2.8234 -2.7507  -0.206
C -2.7604 -2.3561 -2.9303  -0.216
C -2.1457 -2.4714 -4.1780  -0.039
C -0.8491 -2.0169 -4.3147  -0.056
C -0.2226 -1.4465 -3.2097  -0.187
N -0.8075 -1.3686 -2.0087  -0.022
C -2.0435 -1.8051 -1.8600  -0.082
H -2.6835 -2.9029 -5.0127  0.108
H -0.3331 -2.0663 -5.2635  0.099
H 0.7655 -1.0114 -3.2758  0.069
H -2.4836 -1.6742 -0.8775  0.123
C -3.3758 0.2278 2.7171  -0.159
C -2.2517 -0.5025 3.0835  -0.144
C -1.1463 -0.5509 2.2395  -0.168
C -1.0794 0.1149 1.0045  -0.191
C -2.2384 0.8478 0.6847  -0.191
C -3.3608 0.9078 1.5068  -0.143
H -4.2487 0.2624 3.3628  0.073
H -2.2412 -1.0420 4.0277  0.077
H -0.2929 -1.1394 2.5715  0.072
H -2.2465 1.3860 -0.2631  0.048
H -4.2304 1.4845 1.1996  0.079
C -0.8026 4.0574 -0.1720  -0.096
N -0.0041 4.1973 1.0409  -0.208
C -0.6707 4.8137 2.1699  -0.080
C 0.9953 3.3713 1.3363  -0.318
N 1.9131 2.7533 1.6690  0.157
H -0.9637 5.0569 -0.5872  0.074
H -1.7718 3.6085 0.0706  0.067
H -0.3330 3.4055 -0.9229  -0.056
H -1.0004 5.8188 1.8909  0.075
H 0.0174 4.8883 3.0106  0.081
H -1.5500 4.2358 2.4817  0.085
S -0.0070 1.5166 -2.3962  -0.226